This record from the OMol25 dataset describes a molecular structure, C2H6N2O2 in a non-equilibrium geometry. The level of theory is wB97M-V/def2-TZVPD.

```
12
Properties=species:S:1:pos:R:3:nbo_charge:R:1
C -0.06997 0.33140 -0.72768 0.59
C 0.27255 1.66498 -0.37522 -0.17
H 0.47960 -2.59992 0.27872 0.33
H -1.36170 -2.85015 1.08731 0.35
H -0.88175 -0.32493 1.22367 0.39
H -0.45752 2.42569 -0.66836 0.24
H 1.24244 1.56989 -1.22978 0.22
H 1.33316 0.96802 1.12333 0.48
N -0.69454 -2.11854 -0.01448 -0.61
N -0.70503 -0.61196 0.17696 -0.51
O 0.18181 -0.12413 -1.86028 -0.59
O 0.66095 1.66965 0.98582 -0.71
```

LUMO (eV): -0.01
2S+1: 1
Total charge: 0
Calculated total energy (eV): -9240.558
F_max (eV/A): 8.20
Gap between HOMO and LUMO (eV): 9.3


This record from the OMol25 dataset describes a single C2H6N2O2 molecule in a non-equilibrium geometry. The level of theory is wB97M-V/def2-TZVPD.

```
12
Properties=species:S:1:pos:R:3:nbo_charge:R:1
C -0.20295 1.41192 -0.07266 -0.71
C -0.06540 -0.04031 -0.12249 0.32
N -1.03446 -0.80558 0.10151 -0.19
O -2.21806 -0.15873 0.04955 -0.57
N 1.24000 -0.53097 -0.47194 -0.33
O 2.31220 -0.03317 0.29403 -0.54
H -0.86179 1.74149 -0.82834 0.24
H -0.83430 1.64409 0.81727 0.24
H 0.74105 1.96810 -0.19114 0.24
H -2.94666 -0.81274 0.50181 0.49
H 1.34214 -1.59294 -0.48475 0.36
H 1.97774 -0.28660 1.20043 0.45
```

LUMO (eV): 0.74
2S+1: 1
Total charge: 0
Calculated total energy (eV): -9242.519
Structure (SMILES): C/C(=N\O)NO
F_max (eV/A): 4.77
Gap between HOMO and LUMO (eV): 9.7


This record from the OMol25 dataset describes 2 unconnected molecules or ions with the total composition C2H6N2O2S in a non-equilibrium geometry. The level of theory is wB97M-V/def2-TZVPD.

```
13
Properties=species:S:1:pos:R:3:nbo_charge:R:1
H 2.33445 -2.80028 1.88567 0.35
N 2.25064 -2.03903 1.15603 -0.65
C 1.36304 -1.07271 1.34931 0.02
C 1.55984 0.03767 0.56541 -0.59
S 0.22800 1.08982 0.70455 2.07
O 0.51432 2.34827 0.07592 -0.89
O -0.50011 1.09642 1.93435 -0.91
H 0.49296 -1.10677 2.00046 0.19
H 2.16416 0.17085 -0.37752 0.28
N -1.93527 0.88043 -0.39899 -1.03
H -2.11679 0.91170 0.60720 0.39
H -2.47187 0.16524 -0.83816 0.38
H -2.21779 1.69119 -0.79105 0.37
```

LUMO (alpha / beta) (eV): -1.02 / -1.02
2S+1: 1
Total charge: 0
Calculated total energy (eV): -20078.347
Structure (SMILES): [H]/N=C/C=S(=O)=O.N
F_max (eV/A): 5.52
Gap between HOMO and LUMO (alpha / beta) (eV): 7.8 / 7.8


This record from the OMol25 dataset describes a single C2H6N2O2S molecule in a non-equilibrium geometry. The level of theory is wB97M-V/def2-TZVPD.

```
13
Properties=species:S:1:pos:R:3:nbo_charge:R:1
C 2.47837 0.38826 -0.00007 -0.74
S 1.39895 -1.05709 -0.09393 0.24
C -0.23446 -0.36343 -0.00638 0.18
N -0.43634 0.89967 -0.24178 -0.22
O -1.71814 1.24672 0.18840 -0.60
N -1.27444 -1.19423 0.45457 -0.35
O -2.43480 -1.25558 -0.39535 -0.56
H 2.15300 1.00305 0.84051 0.24
H 3.48502 -0.03201 0.14935 0.23
H 2.42385 0.97007 -0.94956 0.23
H -1.92108 2.06435 -0.30143 0.48
H -1.02465 -2.16850 0.48217 0.37
H -2.89527 -0.50129 -0.12650 0.48
```

LUMO (eV): 0.82
2S+1: 1
Total charge: 0
Calculated total energy (eV): -20078.214
Structure (SMILES): CS/C(=N/O)NO
F_max (eV/A): 2.55
Gap between HOMO and LUMO (eV): 9.5


This record from the OMol25 dataset describes a single C2H6N2O3S molecule in a non-equilibrium geometry. The level of theory is wB97M-V/def2-TZVPD.

```
14
Properties=species:S:1:pos:R:3:nbo_charge:R:1
C 0.19676 -0.35600 -0.70672 0.21
C -0.55847 0.59248 0.22421 0.16
N 0.25528 -1.72081 -0.18986 -0.81
N 0.29866 1.58614 0.72545 -0.82
O -0.04909 1.96344 -2.27101 -0.97
O -0.73507 -0.36572 -2.11650 -0.76
O -1.66821 1.14289 -0.51928 -0.71
S -1.25783 1.19098 -2.14024 1.74
H 1.21524 -0.08414 -1.11994 0.23
H -1.10376 0.20386 1.04746 0.20
H -0.53564 -2.17875 0.00224 0.38
H 1.04781 -2.23011 -0.50181 0.38
H 0.87806 1.96373 -0.04200 0.38
H -0.12448 2.32848 1.19385 0.38
```

LUMO (eV): 0.96
2S+1: 1
Total charge: 0
Calculated total energy (eV): -22127.902
F_max (eV/A): 6.34
Gap between HOMO and LUMO (eV): 10.7


This record from the OMol25 dataset describes 2 unconnected molecules or ions with the total composition C2H6N2O4 in a non-equilibrium geometry. The level of theory is wB97M-V/def2-TZVPD.

```
14
Properties=species:S:1:pos:R:3:nbo_charge:R:1
C -2.24587 -1.43571 0.41477 -0.10
C -1.57288 -0.76390 -0.75125 0.40
N -1.99664 1.89287 -0.21708 0.00
N -2.72863 2.79736 0.04133 -0.22
O -2.38386 0.45991 -0.86590 -0.60
O 12.98294 2.10911 0.75579 -1.38
O -3.56261 -1.98275 0.16374 -0.77
O -0.35289 -0.62124 -0.61368 -0.86
H -1.61200 -2.34505 0.71397 0.15
H -2.28934 -0.77533 1.29342 0.15
H -2.08287 -1.20219 -1.75703 0.02
H -1.02689 1.78012 -0.19451 0.37
H -3.97484 -1.48984 -0.53436 0.46
H 12.84637 1.57666 1.55079 0.38
```

LUMO (eV): 5.12
2S+1: 1
Total charge: -2
Calculated total energy (eV): -13336.047
F_max (eV/A): 4.18
Gap between HOMO and LUMO (eV): 5.9


This record from the OMol25 dataset describes a gas-phase ion, C2H6N2OP (charge +1) in a non-equilibrium geometry. The level of theory is wB97M-V/def2-TZVPD.

```
12
Properties=species:S:1:pos:R:3:nbo_charge:R:1
O 2.36924 0.47484 0.02429 -0.05
N 1.25747 0.15938 -0.10035 0.44
C 0.40781 -1.01637 -0.00529 -0.32
C -0.92206 -0.64151 0.60105 -0.72
P -1.35353 1.10726 -0.03238 0.90
N 0.22845 1.57468 0.15852 -0.78
H 1.08417 -1.67485 0.58624 0.30
H 0.39283 -1.16253 -1.14560 0.30
H -1.82579 -1.25309 0.08092 0.30
H -0.84916 -0.61095 1.74275 0.29
H -1.29573 0.68823 -1.49581 -0.07
H 0.50630 2.35490 -0.41434 0.41
```

LUMO (alpha / beta) (eV): -6.85 / -6.85
2S+1: 1
Total charge: +1
Calculated total energy (eV): -16475.410
Structure (SMILES): O=[N+]1CCPN1
F_max (eV/A): 7.31
Gap between HOMO and LUMO (alpha / beta) (eV): 7.7 / 7.7


This record from the OMol25 dataset describes a single C2H6N2OS molecule in a non-equilibrium geometry. The level of theory is wB97M-V/def2-TZVPD.

```
12
Properties=species:S:1:pos:R:3:nbo_charge:R:1
C -1.85750 -1.33499 -0.09816 -0.70
C -0.81108 -0.16892 0.04092 0.34
N -1.25120 1.01424 -0.37609 -0.15
O -0.23845 1.81738 0.20182 -0.59
N 0.35562 -0.42600 0.65532 -0.81
S 1.77389 -0.42981 -0.27440 0.19
H -2.11842 -2.17709 0.75426 0.24
H -1.68643 -2.05924 -1.07952 0.23
H -2.89570 -0.79953 -0.29604 0.24
H -0.62633 2.73362 -0.03223 0.48
H 0.45975 -1.10010 1.62982 0.43
H 2.67305 0.64596 0.18843 0.11
```

LUMO (eV): 0.64
2S+1: 1
Total charge: 0
Calculated total energy (eV): -18029.707
Structure (SMILES): C/C(=N/O)NS
F_max (eV/A): 5.89
Gap between HOMO and LUMO (eV): 9.4


This record from the OMol25 dataset describes a single C2H6N2OS molecule in a non-equilibrium geometry. The level of theory is wB97M-V/def2-TZVPD.

```
12
Properties=species:S:1:pos:R:3:nbo_charge:R:1
C -2.53339 -0.29500 -0.16459 -0.24
O -1.43285 0.51641 -0.13021 -0.40
N -0.23332 -0.24235 -0.09944 -0.19
C 0.79627 0.46278 -0.06969 0.22
N 1.97874 -0.36274 0.10796 -0.82
S 3.45629 -0.00809 -0.29968 0.24
H -2.57217 -1.02481 -0.94157 0.18
H -3.28063 0.46814 -0.53806 0.19
H -2.78599 -0.59564 0.80071 0.17
H 0.97816 1.62424 0.02273 0.20
H 1.81531 -1.28559 0.40545 0.40
H 3.81359 0.74265 0.90639 0.06
```

LUMO (eV): 0.92
2S+1: 1
Total charge: 0
Calculated total energy (eV): -18030.702
Structure (SMILES): CO/N=C/NS
F_max (eV/A): 4.39
Gap between HOMO and LUMO (eV): 9.7


This record from the OMol25 dataset describes a molecular structure, C2H6N2OS in a non-equilibrium geometry. The level of theory is wB97M-V/def2-TZVPD.

```
12
Properties=species:S:1:pos:R:3:nbo_charge:R:1
C 0.41687 0.57784 0.11814 0.62
C -1.13840 1.10815 -0.06916 -0.54
H 2.24815 -1.92766 0.76440 0.35
H 2.19772 -0.17127 -0.57283 0.41
H -0.14135 -1.23051 -0.48753 0.42
H -1.39571 1.88677 0.73331 0.27
H -0.90463 1.28942 -1.19484 0.27
H -2.50732 -0.64555 1.18844 0.15
N 1.79643 -1.31223 -0.32484 -0.67
N 0.58673 -0.74425 0.17383 -0.50
O 1.31948 1.56183 -0.13241 -0.66
S -2.47796 -0.39254 -0.19651 -0.12
```

LUMO (eV): 0.38
2S+1: 1
Total charge: 0
Calculated total energy (eV): -18029.403
F_max (eV/A): 7.06
Gap between HOMO and LUMO (eV): 10.0


This record from the OMol25 dataset describes a single C2H6N2OS molecule in a non-equilibrium geometry. The level of theory is wB97M-V/def2-TZVPD.

```
12
Properties=species:S:1:pos:R:3:nbo_charge:R:1
N -2.17556 0.12672 -0.51968 -0.81
C -1.06972 -0.39472 0.24786 -0.31
C 0.31414 0.39343 0.13519 0.65
O 0.38125 1.59104 0.08706 -0.58
N 1.45724 -0.41174 0.11821 -0.79
S 2.95162 0.13625 -0.34583 0.21
H -2.24849 1.15120 -0.37683 0.37
H -1.90151 -0.01048 -1.52506 0.35
H -0.92739 -1.48625 0.03984 0.19
H -1.42369 -0.31239 1.31619 0.22
H 1.22810 -1.34543 -0.05366 0.39
H 3.41400 0.56237 0.87670 0.11
```

LUMO (eV): 0.63
2S+1: 1
Total charge: 0
Calculated total energy (eV): -18033.792
Structure (SMILES): NCC(=O)NS
F_max (eV/A): 2.14
Gap between HOMO and LUMO (eV): 10.1


This record from the OMol25 dataset describes 2 unconnected molecules or ions with the total composition C2H6N2S in a non-equilibrium geometry. The level of theory is wB97M-V/def2-TZVPD.

```
11
Properties=species:S:1:pos:R:3:nbo_charge:R:1
C -0.37440 -0.60954 0.32586 0.38
C -0.42132 0.51047 -0.73390 -0.54
H 1.31500 0.64475 1.31033 0.38
H -0.03459 -0.43243 2.55476 0.43
H -1.15750 -1.90719 -0.78212 0.33
H -1.07412 1.39364 -0.68799 0.25
H -0.62975 0.23106 -1.85310 0.24
H 2.06904 0.57159 -1.15842 0.14
N 0.09156 -0.16630 1.51064 -0.87
N -0.98713 -1.76433 0.21695 -0.68
S 1.20323 1.52829 -0.70303 -0.04
```

LUMO (eV): 0.55
2S+1: 1
Total charge: 0
Calculated total energy (eV): -15983.555
F_max (eV/A): 6.21
Gap between HOMO and LUMO (eV): 9.4